Record 1
Formula: C3H11N2
Source: OMol25
Level of theory: ωB97M-V/def2-TZVPD

**E_tot**: -230.14637 Eh
**ΔE to the lowest compared entry with this formula, charge and spin**: 94.5 kJ/mol
**Total charge**: +1
**Largest force on an atom**: 0.0330 hartree/bohr

Element x y z (Å)
1 C 2.028 0.624 1.979
2 N 0.909 0.061 1.701
3 H 2.544 1.047 1.128
4 H 2.398 0.606 2.997
5 H 0.561 -0.303 2.586
6 H 0.649 -0.237 0.074
7 C -2.063 0.300 -1.256
8 C -1.058 -0.817 -1.204
9 N 0.321 -0.207 -0.963
10 H -3.102 -0.014 -1.271
11 H -1.982 1.029 -2.069
12 H -1.861 0.931 -0.381
13 H -0.901 -1.432 -2.087
14 H -1.246 -1.475 -0.360
15 H 0.379 0.786 -1.188
16 H 1.049 -0.642 -1.534

Record 2
Formula: C45H50CdN9O2S
Source: OMol25
Level of theory: ωB97M-V/def2-TZVPD

**E_tot**: -2954.03047 Eh
**ΔE to the lowest compared entry with this formula, charge and spin**: 9.1 kJ/mol
**Total charge**: +1
**Largest force on an atom**: 0.0218 hartree/bohr

Element x y z (Å)
1 Cd -0.762 0.235 0.399
2 N 2.126 1.433 3.745
3 C 3.028 0.445 3.419
4 C 4.251 0.086 3.972
5 C 4.870 -1.024 3.434
6 C 4.271 -1.763 2.405
7 C 3.058 -1.398 1.856
8 C 2.440 -0.245 2.344
9 N 1.232 0.357 2.019
10 C 1.068 1.319 2.894
11 C -0.140 2.113 3.045
12 C -0.468 2.853 4.145
13 S -2.037 3.500 3.974
14 C -2.160 2.733 2.447
15 N -1.115 2.067 2.081
16 H 2.237 2.114 4.475
17 H 4.682 0.642 4.794
18 H 5.821 -1.348 3.836
19 H 4.768 -2.656 2.050
20 H 2.569 -2.026 1.127
21 H 0.106 3.024 5.041
22 H -3.072 2.809 1.875
23 N -1.244 -1.582 -1.252
24 C -2.598 -1.450 -1.802
25 C -3.569 -1.115 -0.676
26 N -3.254 0.213 -0.135
27 H -0.571 -1.718 -1.996
28 H -1.179 -2.398 -0.646
29 H -2.934 -2.348 -2.329
30 H -2.589 -0.619 -2.513
31 H -3.447 -1.853 0.120
32 H -4.597 -1.184 -1.041
33 H -3.600 0.303 0.822
34 H -3.712 0.920 -0.696
35 C 4.423 -0.538 -4.782
36 C 4.185 0.836 -4.134
37 C 5.438 1.264 -3.354
38 C 3.921 1.853 -5.246
39 C 3.020 0.739 -3.161
40 C 3.024 -0.226 -2.154
41 C 1.959 -0.293 -1.278
42 N 0.913 0.525 -1.332
43 C 0.882 1.451 -2.291
44 C 1.917 1.585 -3.209
45 C -0.331 2.310 -2.310
46 C -0.672 3.099 -3.405
47 C -1.809 3.896 -3.373
48 C -2.570 3.844 -2.204
49 C -2.168 3.023 -1.169
50 N -1.079 2.263 -1.209
51 C -2.243 4.782 -4.532
52 C -1.200 4.805 -5.650
53 C -2.452 6.218 -4.023
54 C -3.567 4.242 -5.096
55 H 5.217 -0.458 -5.525
56 H 3.519 -0.891 -5.283
57 H 4.726 -1.288 -4.052
58 H 6.288 1.333 -4.035
59 H 5.686 0.547 -2.571
60 H 5.291 2.241 -2.890
61 H 4.765 1.853 -5.936
62 H 3.816 2.866 -4.853
63 H 3.026 1.596 -5.815
64 H 3.845 -0.919 -2.037
65 H 1.923 -1.047 -0.504
66 H 1.870 2.364 -3.956
67 H -0.050 3.080 -4.287
68 H -3.471 4.431 -2.096
69 H -2.746 2.975 -0.255
70 H -0.235 5.162 -5.284
71 H -1.528 5.479 -6.441
72 H -1.070 3.815 -6.093
73 H -1.551 6.593 -3.533
74 H -3.278 6.279 -3.316
75 H -2.686 6.875 -4.861
76 H -3.439 3.232 -5.489
77 H -3.911 4.884 -5.908
78 H -4.343 4.218 -4.330
79 O -3.312 -0.059 2.957
80 C -2.549 -1.012 2.815
81 N -2.621 -2.183 3.518
82 C -1.473 -3.043 3.247
83 C -0.828 -2.240 2.096
84 O 0.111 -2.611 1.405
85 N -1.474 -1.064 1.951
86 C -0.587 -3.116 4.483
87 C 0.622 -2.438 4.564
88 C 1.337 -2.434 5.755
89 C 0.848 -3.101 6.866
90 C -0.352 -3.796 6.783
91 C -1.063 -3.809 5.595
92 C -1.856 -4.417 2.722
93 C -3.160 -4.727 2.359
94 C -3.458 -5.978 1.833
95 C -2.455 -6.918 1.660
96 C -1.149 -6.608 2.015
97 C -0.850 -5.364 2.545
98 H -3.127 -2.239 4.386
99 H 1.015 -1.929 3.690
100 H 2.282 -1.907 5.812
101 H 1.399 -3.085 7.798
102 H -0.735 -4.329 7.644
103 H -1.987 -4.372 5.519
104 H -3.946 -3.995 2.499
105 H -4.478 -6.215 1.559
106 H -2.694 -7.893 1.253
107 H -0.363 -7.339 1.880
108 H 0.166 -5.116 2.825